# 1
Entry from OMol25: a molecular structure, C10H19Cl8MgO2 in a non-equilibrium geometry (ωB97M-V/def2-TZVPD).

Its total energy is -4424.3030 Eh. As for the net charge: +1. As for the multiplicity: 1. As for the HOMO energy: -12.5 eV. The value obtained for the energy above the lowest of the compared OMol25 structures with the same formula, charge and spin is 24.4 kcal per mole.

```
40
Properties=species:S:1:pos:R:3:nbo_charge:R:1
Cl -3.6033 1.8504 3.1121 -0.084
Cl 0.3975 -5.8926 1.1912 -0.027
Cl -2.0044 -0.3873 -2.0435 -0.038
Cl 5.7820 0.0999 0.4906 -0.034
Cl -2.5057 3.0391 -2.4973 -0.048
Cl -4.1625 -1.2422 2.1472 -0.013
Cl -2.5671 -4.4335 0.8976 -0.067
Cl 6.6003 2.6752 2.8212 -0.006
Mg 0.3289 3.3133 0.1461 1.821
O -0.2087 1.4238 0.2023 -0.854
O 1.7202 1.9718 -0.3959 -0.870
C -3.2719 1.1900 1.3988 -0.354
C -4.1966 0.0352 0.9666 -0.431
C -2.0503 0.6075 -3.4694 -0.416
C 4.8236 1.4907 1.0607 -0.391
C -1.3922 1.9407 -3.2721 -0.403
C 1.3974 -0.4524 -0.2591 -0.730
C 5.0509 1.9225 2.5449 -0.420
C 0.9008 1.0157 -0.1897 0.822
C -1.0270 -3.5269 0.5021 -0.367
C 0.0496 -4.5150 0.1018 -0.397
H 0.6627 -0.8983 -0.9294 0.257
H -0.1824 -4.9582 -0.8666 0.224
H 4.9953 1.0253 3.1614 0.226
H -3.0526 0.7141 -3.8843 0.243
H 0.9436 -3.9065 -0.0347 0.205
H 4.1966 2.4765 2.9339 0.207
H 3.7610 1.2850 0.9311 0.201
H -3.4035 2.0031 0.6849 0.203
H -4.0454 -0.3538 -0.0403 0.237
H -1.4952 0.0160 -4.1973 0.239
H -2.2229 0.8972 1.3541 0.217
H -1.3306 -2.9375 -0.3630 0.216
H -0.7443 -2.8840 1.3357 0.213
H 2.3874 -0.6877 -0.6499 0.272
H -1.1772 2.3952 -4.2392 0.243
H 5.0210 2.3223 0.3843 0.217
H -5.2216 0.4054 0.9448 0.223
H 1.3025 -0.8728 0.7421 0.262
H -0.4563 1.8325 -2.7240 0.201
```

# 2
Entry from OMol25: a molecular structure, C10H19CuNO14 in a non-equilibrium geometry (ωB97M-V/def2-TZVPD).

Its total energy is -3141.1483 Eh. As for the net charge: -2. As for the multiplicity: 2. As for the HOMO energy (alpha / beta): -2.5 / -2.5 eV. The value obtained for the energy above the lowest of the compared OMol25 structures with the same formula, charge and spin is 39.0 kcal per mole.

```
45
Properties=species:S:1:pos:R:3:nbo_charge:R:1
Cu -19.1399 -0.2139 -5.2751 1.617
O -20.4460 -1.9041 -8.2483 -0.790
O -19.0908 1.8266 -4.5706 -0.856
O -15.0996 -1.7117 -4.9791 -0.746
O -21.1310 -3.6215 -6.9879 -0.770
O -19.1700 0.3041 -1.4981 -0.685
O -17.9271 3.2341 -3.3308 -0.739
O -17.0235 -0.5685 -5.2577 -0.954
O -21.4580 0.3872 -5.7441 -0.547
O -17.4488 3.1517 -7.7500 -0.527
O -20.4639 -1.5147 -1.2646 -0.752
O -19.2645 4.0823 -4.8972 -0.765
O -15.7667 -0.1248 -3.5082 -0.680
O -19.8421 -2.0589 -6.0703 -0.807
O -19.6299 -0.9850 -3.2567 -0.895
N -19.1957 0.4811 -7.3354 -0.686
C -17.8225 0.7073 -7.8351 -0.255
C -17.1141 3.2738 -9.0989 -0.242
C -21.5522 0.9833 -6.9968 -0.050
C -20.2033 1.5237 -7.4911 -0.255
C -19.7170 -0.6406 -2.0219 0.957
C -15.9882 -0.7595 -4.5138 0.957
C -20.4671 -2.5815 -7.0184 0.962
C -17.1127 1.8848 -7.2081 -0.122
C -22.6387 -0.0546 -5.1542 -0.233
C -18.7930 2.9899 -4.1894 0.927
H -16.0275 1.7121 -7.1624 0.174
H -17.2682 -0.2000 -7.5978 0.248
H -17.8571 0.8074 -8.9274 0.152
H -18.6922 4.4537 -4.1639 0.493
H -19.4834 -0.2972 -7.9238 0.417
H -22.3811 -0.8586 -4.4682 0.223
H -16.0772 2.9362 -9.2725 0.150
H -17.3020 1.8425 -6.1302 0.272
H -20.8356 -2.5841 -8.8113 0.487
H -22.1592 1.9046 -6.9834 0.157
H -20.7959 -2.1405 -1.9193 0.474
H -19.9641 2.3568 -6.8281 0.257
H -15.6523 -2.0469 -5.7016 0.475
H -20.3034 1.9014 -8.5158 0.165
H -23.2831 -0.5081 -5.9291 0.146
H -17.7097 2.6361 -9.7604 0.150
H -22.0354 0.2881 -7.6976 0.160
H -17.1413 4.3100 -9.4329 0.176
H -23.2791 0.7051 -4.6908 0.159
```

# 3
Entry from OMol25: a molecular structure, C10H19FeN3O6S (ωB97M-V/def2-TZVPD).

Its total energy is -2670.1146 Eh. As for the net charge: -1. As for the multiplicity: 6. As for the HOMO energy (alpha / beta): -3.1 / -5.2 eV. The value obtained for the energy above the lowest of the compared OMol25 structures with the same formula, charge and spin is 10.5 kcal per mole.

```
40
Properties=species:S:1:pos:R:3:nbo_charge:R:1
Fe -0.3308 0.0092 0.0007 1.467
S -3.6265 0.2014 0.5055 -0.279
O -0.1088 2.1015 0.0453 -0.896
O 1.8070 -1.4115 -3.0960 -0.688
O 0.2395 -0.2876 -1.9543 -0.861
O 0.4954 -0.1007 2.4406 -0.772
O 1.2601 3.8674 -0.0256 -0.685
O -1.3905 -2.0644 -0.5003 -0.605
N 1.9615 0.4090 -0.0228 -0.492
N -2.4821 1.5000 -1.4949 -0.802
N -2.7795 2.7279 0.4200 -0.811
C 2.5498 0.4140 1.3150 -0.235
C -0.3768 -2.0557 0.4971 -0.267
C -1.2915 -2.9636 -1.5917 -0.255
C 1.8375 -0.5346 2.2529 -0.078
C 1.4038 -0.8122 -2.1057 0.779
C 1.0250 2.6712 -0.1489 0.782
C 2.3738 -0.6751 -0.9036 -0.344
C -2.9375 1.5411 -0.2217 0.277
C 2.1121 1.7143 -0.6518 -0.342
C 0.0999 -3.4356 0.8323 -0.729
H 1.9406 1.6076 -1.7244 0.231
H -1.7597 2.1530 -1.7629 0.406
H 0.7829 -3.4187 1.6851 0.202
H -0.7260 -4.1118 1.1046 0.193
H 3.1108 2.1394 -0.5061 0.190
H 0.6400 -3.9248 0.0058 0.195
H -3.0008 2.6580 1.3993 0.397
H 2.4536 1.4270 1.7112 0.214
H -1.4415 -3.9983 -1.2697 0.159
H -0.3304 -2.8704 -2.1031 0.194
H 1.8425 -1.5382 1.8240 0.182
H -0.0768 -0.8480 2.1419 0.501
H 3.3932 -0.5424 -1.2873 0.189
H 2.3493 -0.5658 3.2189 0.168
H 2.3317 -1.6184 -0.3563 0.222
H 3.6246 0.1760 1.2794 0.174
H -2.0838 -2.6933 -2.2889 0.185
H -1.8783 3.1665 0.2406 0.424
H -2.4489 0.5939 -1.9340 0.413
```

# 4
Entry from OMol25: a molecular structure, C10H19MgO3S in a non-equilibrium geometry (ωB97M-V/def2-TZVPD).

Its total energy is -1215.6701 Eh. As for the net charge: +1. As for the multiplicity: 1. As for the HOMO energy: -10.3 eV.

```
34
Properties=species:S:1:pos:R:3:nbo_charge:R:1
S -3.4567 1.8002 -0.7099 2.066
Mg 4.3696 -1.1627 0.0020 1.204
O -4.7304 2.6578 -0.3557 -0.777
O -3.8657 0.8483 -1.8597 -0.814
O -2.2816 2.8682 -1.3330 -0.735
C 1.5485 0.2561 -0.2880 -0.058
C -1.4648 -0.9821 -0.4819 -0.238
C 3.1234 1.3998 1.6101 -0.691
C -0.2156 -1.8186 0.2058 -0.421
C 2.8791 0.9032 0.0326 -0.212
C -2.9093 0.9540 0.8687 -0.642
C 1.0041 -0.8771 0.7648 -0.453
C -2.1947 -2.0686 -1.5236 -0.631
C -2.5299 -0.6333 0.7144 -0.421
C 4.1025 1.1109 -1.0425 -0.687
H -3.7962 1.0243 1.6588 0.291
H -1.1453 0.0124 -1.0095 0.223
H -3.4677 -1.3514 0.6087 0.250
H 5.0767 1.3800 -0.4139 0.246
H 0.1549 -2.6099 -0.6022 0.225
H 0.7857 -0.3490 1.7906 0.257
H -2.0144 1.5850 1.3168 0.254
H -3.2322 -1.6830 -1.9251 0.270
H 1.9247 -1.6100 0.9659 0.167
H 3.9018 1.9148 -1.8718 0.314
H 0.9695 0.6317 -1.2441 0.276
H 4.0026 2.1905 1.6896 0.260
H 3.4525 0.4954 2.3033 0.216
H -2.0150 -0.9539 1.7423 0.211
H -2.4474 -3.0362 -0.8719 0.209
H 4.3523 0.0599 -1.5477 0.112
H -0.5818 -2.4775 1.1281 0.241
H 2.1545 1.8830 2.0794 0.273
H -1.4538 -2.3623 -2.4014 0.216
```

# 5
Entry from OMol25: a gas-phase ion, C10H19N2 (charge +1) in a non-equilibrium geometry (ωB97M-V/def2-TZVPD).

Its total energy is -501.5383 Eh. As for the net charge: +1. As for the multiplicity: 1. As for the HOMO energy (alpha / beta): -11.2 / -11.2 eV. The value obtained for the energy above the lowest of the compared OMol25 structures with the same formula, charge and spin is 123.8 kcal per mole.

```
31
Properties=species:S:1:pos:R:3:nbo_charge:R:1
N 1.1374 -2.3814 -0.1336 -0.419
N -1.5024 -2.0924 0.0358 -0.426
C -1.4383 0.3684 0.1029 -0.114
C 0.0031 0.1262 0.7277 -0.414
C 1.4334 0.0447 0.1051 -0.130
C -2.1177 1.5930 0.8050 -0.577
C -2.1581 -0.9166 0.0129 0.132
C 1.9838 -1.3175 -0.0401 0.125
C -0.2221 -2.7179 0.0321 -0.070
C 1.6058 0.8721 -1.1815 -0.599
C 2.4348 0.7810 1.1062 -0.581
C -1.4421 0.8740 -1.4253 -0.613
H 2.5261 1.2180 -1.5145 0.234
H 0.2701 0.9870 1.2963 0.246
H 3.3874 0.3345 1.0258 0.218
H 1.6863 -3.2009 -0.2694 0.435
H -3.1770 -0.9490 -0.2624 0.230
H -1.6950 1.7401 1.7200 0.217
H -2.1120 -2.9410 -0.0983 0.448
H -0.3697 -3.7691 -0.0353 0.208
H -0.1177 -0.8390 1.2931 0.219
H 2.0882 0.6806 2.1845 0.217
H 1.2970 0.2179 -2.0699 0.206
H -2.5310 1.0765 -1.7025 0.223
H 3.0475 -1.5697 -0.3420 0.239
H -1.0684 0.2764 -2.1830 0.213
H 2.4044 1.8236 0.9063 0.223
H -3.1836 1.4067 0.9798 0.223
H 0.9485 1.7171 -1.1820 0.225
H -2.0048 2.4875 0.2445 0.228
H -0.9534 1.8615 -1.6926 0.233
```

# 6
Entry from OMol25: a molecular structure, C10H19N2O in a non-equilibrium geometry (ωB97M-V/def2-TZVPD).

Its total energy is -576.7950 Eh. As for the net charge: +1. As for the multiplicity: 1. As for the HOMO energy: -12.4 eV. The value obtained for the energy above the lowest of the compared OMol25 structures with the same formula, charge and spin is 90.9 kcal per mole.

```
32
Properties=species:S:1:pos:R:3:nbo_charge:R:1
O 1.8715 -0.6569 0.9917 -0.522
N 0.0166 0.7659 1.3487 -0.582
N 1.9196 0.8957 2.5989 -0.625
C -0.7977 -1.1408 0.2838 -0.355
C -0.4905 -2.3448 1.1752 -0.595
C -2.2144 -0.6017 0.7509 -0.606
C -0.3327 1.2353 -1.7170 -0.609
C 1.9413 1.5894 -0.9119 -0.589
C 0.3049 -0.1282 0.2704 0.614
C 0.8253 0.4546 -1.0409 -0.140
C 0.6654 1.2651 2.3677 0.403
C 2.4631 -0.2771 2.0039 0.461
C 1.2432 -0.6986 -1.8780 -0.639
H 2.2782 1.6784 -1.8896 0.230
H -1.3113 -3.1512 0.9545 0.243
H 0.1669 1.8291 3.0486 0.227
H -2.1157 -0.6476 1.9424 0.217
H 0.5126 -2.7141 1.0706 0.242
H 2.4400 1.3435 3.4456 0.461
H 1.8569 -1.4402 -1.3922 0.244
H 1.5329 2.5104 -0.6702 0.212
H -2.9069 -1.3020 0.3998 0.252
H 1.7584 -0.3052 -2.8125 0.245
H 0.1003 1.7954 -2.5290 0.244
H -0.6515 -2.0399 2.2248 0.204
H -0.9159 -1.4433 -0.7299 0.240
H 0.4155 -1.4566 -2.2919 0.227
H -0.8704 1.9214 -0.9474 0.198
H -2.4325 0.3669 0.2900 0.211
H 2.7328 1.3851 -0.2834 0.217
H -0.9471 0.9856 1.2130 0.444
H -1.1437 0.6333 -2.2200 0.230
```